Run P
Molecular formula: C39H26Br2F7N4O3S2TeTi
Method: DFT, ωB97M-V/def2-TZVPD

Summary:
Net charge: +1
HOMO energy, eV: -10.6
Kohn-Sham gap, eV: 7.234
E_LUMO, eV: -3.35

Structure (XYZ):
```
85
C39H26Br2F7N4O3S2TeTi (ωB97M-V/def2-TZVPD)
Ti -0.257 -0.719 -0.579
Br -0.778 3.535 -3.154
C -0.966 3.344 -1.294
C -1.353 4.454 -0.513
C -1.478 4.347 0.841
Br -1.930 5.878 1.851
C -1.242 3.111 1.498
C -1.321 2.873 2.887
C -1.050 1.624 3.371
C -0.723 0.586 2.479
N -0.657 0.770 1.181
C -0.885 2.017 0.694
C -0.724 2.127 -0.711
O -0.329 1.038 -1.347
H -1.536 5.400 -1.004
H -1.594 3.682 3.552
H -1.102 1.411 4.429
H -0.524 -0.417 2.837
F 0.163 -4.425 3.412
C -0.662 -3.674 2.669
C -0.124 -2.804 1.737
C -0.966 -2.026 0.949
C -2.357 -2.109 1.145
C -2.840 -3.000 2.100
F -4.162 -3.122 2.322
C -2.020 -3.798 2.870
C -3.200 -1.240 0.308
C -4.594 -1.206 0.312
C -5.258 -0.340 -0.535
C -4.528 0.479 -1.380
C -3.152 0.395 -1.337
N -2.499 -0.436 -0.517
H 0.952 -2.768 1.651
H -2.432 -4.479 3.600
H -5.149 -1.853 0.967
H -6.340 -0.311 -0.536
H -5.004 1.167 -2.064
H -2.543 0.994 -1.998
F 3.406 -0.204 -1.400
Te 3.113 -1.247 0.103
F 3.233 -2.114 1.756
F 2.647 -2.832 -0.699
F 0.999 -1.108 -1.868
F 4.873 -1.751 -0.122
O 1.443 -0.641 0.534
N -1.069 -0.437 -3.749
C -1.482 -1.641 -3.310
N -1.253 -2.140 -2.120
C -1.778 -3.447 -2.034
C -1.595 -4.369 -1.007
C -2.199 -5.611 -1.095
C -2.978 -5.967 -2.193
C -3.131 -5.084 -3.245
C -2.519 -3.844 -3.152
S -2.470 -2.604 -4.370
H -0.315 0.037 -3.273
H -1.192 -0.220 -4.723
H -0.969 -4.139 -0.162
H -2.047 -6.323 -0.294
H -3.442 -6.943 -2.236
H -3.699 -5.356 -4.125
O 3.915 0.325 1.063
S 3.172 0.890 2.341
C 4.525 1.302 3.383
C 4.660 0.544 4.538
C 5.743 0.790 5.370
C 6.661 1.773 5.033
C 6.513 2.521 3.867
C 5.438 2.292 3.031
C 2.618 2.477 1.767
C 2.224 3.403 2.727
C 1.783 4.646 2.308
C 1.730 4.943 0.950
C 2.107 3.998 0.009
C 2.557 2.746 0.410
H 3.940 -0.228 4.777
H 5.869 0.212 6.275
H 7.505 1.960 5.682
H 7.239 3.281 3.615
H 5.306 2.864 2.122
H 2.283 3.169 3.783
H 1.483 5.385 3.040
H 1.388 5.919 0.630
H 2.061 4.230 -1.047
H 2.861 2.010 -0.321
```

***

Run Q
Molecular formula: C39H26Br2F7N4O3S2TeTi
Method: DFT, ωB97M-V/def2-TZVPD

Summary:
Net charge: +1
HOMO energy, eV: -11.1
Kohn-Sham gap, eV: 6.686
E_LUMO, eV: -4.41

Structure (XYZ):
```
85
C39H26Br2F7N4O3S2TeTi (ωB97M-V/def2-TZVPD)
Ti -0.147 0.050 0.118
Br 1.040 2.226 4.204
C 0.424 0.437 4.170
C 0.364 -0.275 5.375
C -0.141 -1.549 5.418
Br -0.224 -2.452 7.086
C -0.622 -2.176 4.244
C -1.212 -3.455 4.188
C -1.682 -3.924 2.989
C -1.562 -3.121 1.842
N -1.006 -1.933 1.859
C -0.534 -1.452 3.027
C 0.001 -0.123 2.971
O -0.016 0.502 1.808
H 0.710 0.205 6.278
H -1.290 -4.037 5.094
H -2.145 -4.896 2.920
H -1.947 -3.463 0.891
F 2.332 4.689 1.342
C 2.052 3.814 0.369
C 1.128 2.807 0.611
C 0.795 1.867 -0.366
C 1.405 2.037 -1.632
C 2.374 3.026 -1.821
F 3.049 3.085 -2.985
C 2.724 3.924 -0.833
C 0.912 1.205 -2.739
C 0.861 1.651 -4.063
C 0.328 0.817 -5.031
C -0.142 -0.432 -4.651
C -0.108 -0.772 -3.311
N 0.396 0.022 -2.369
H 0.662 2.792 1.587
H 3.486 4.669 -0.988
H 1.199 2.641 -4.321
H 0.259 1.139 -6.059
H -0.560 -1.120 -5.366
H -0.515 -1.721 -2.985
F -2.938 -1.712 -2.708
Te -2.719 -0.851 -0.957
F -3.404 -2.671 -0.684
F -4.471 -0.095 -1.205
F -2.287 0.442 -2.362
F -3.448 -1.031 0.889
O -1.031 -1.324 -0.679
N -2.890 0.861 2.402
C -3.160 1.371 1.201
N -2.370 1.277 0.117
C -2.737 2.327 -0.769
C -1.990 2.853 -1.817
C -2.524 3.860 -2.598
C -3.795 4.366 -2.358
C -4.533 3.905 -1.284
C -3.973 2.921 -0.489
S -4.578 2.343 1.046
H -2.195 0.131 2.491
H -3.642 0.854 3.077
H -1.009 2.464 -2.030
H -1.943 4.248 -3.418
H -4.198 5.140 -2.988
H -5.511 4.294 -1.054
O 1.574 -0.830 0.161
S 2.137 -1.467 -1.117
C 3.780 -2.075 -0.674
C 4.740 -1.961 -1.670
C 6.007 -2.479 -1.461
C 6.305 -3.110 -0.264
C 5.346 -3.198 0.733
C 4.080 -2.674 0.535
C 1.329 -3.081 -1.142
C 1.049 -3.690 -2.355
C 0.382 -4.904 -2.364
C 0.042 -5.517 -1.168
C 0.360 -4.918 0.040
C 0.986 -3.684 0.057
H 4.495 -1.462 -2.595
H 6.756 -2.389 -2.231
H 7.287 -3.527 -0.105
H 5.578 -3.681 1.669
H 3.339 -2.714 1.317
H 1.342 -3.219 -3.282
H 0.131 -5.374 -3.302
H -0.462 -6.469 -1.179
H 0.128 -5.414 0.971
H 1.203 -3.183 0.990
```

***

Stability, lowest: run Q

***

Run P
Molecular formula: CH2NO3S
Method: DFT, ωB97M-V/def2-TZVPD

Summary:
Net charge: -1
HOMO energy (alpha / beta), eV: -3.3 / -3.3
Kohn-Sham gap (alpha / beta), eV: 4.222 / 4.265
E_LUMO (alpha / beta), eV: 0.92 / 0.92

Structure (XYZ):
```
8
CH2NO3S (ωB97M-V/def2-TZVPD)
C -0.346 -0.432 1.476
N -0.222 -1.243 0.459
O -0.672 -0.783 2.593
O -0.269 0.976 1.195
O 0.743 1.321 -2.651
S 1.185 -0.095 -2.946
H 0.066 -0.815 -0.441
H -0.485 1.072 0.315
```

***

Run Q
Molecular formula: CH2NO3S
Method: DFT, ωB97M-V/def2-TZVPD

Summary:
Net charge: -1
HOMO energy (alpha / beta), eV: -3.8 / -3.8
Kohn-Sham gap (alpha / beta), eV: 8.007 / 8.006
E_LUMO (alpha / beta), eV: 4.23 / 4.23

Structure (XYZ):
```
8
CH2NO3S (ωB97M-V/def2-TZVPD)
C -1.391 0.333 0.067
N 1.140 -1.072 -0.236
O -0.735 1.214 -0.461
O 3.273 -0.001 0.036
O -0.179 -1.229 -0.199
S 1.767 0.311 0.068
H -2.371 0.084 -0.472
H -1.504 0.360 1.196
```

***

Run R
Molecular formula: CH2NO3S
Method: DFT, ωB97M-V/def2-TZVPD

Summary:
Net charge: -1
HOMO energy, eV: -3.8
Kohn-Sham gap, eV: 7.748
E_LUMO, eV: 3.97

Structure (XYZ):
```
8
CH2NO3S (ωB97M-V/def2-TZVPD)
C -0.139 0.771 -0.349
N 1.655 0.172 -0.147
O -0.929 -1.819 -0.585
O -0.197 1.955 -0.301
O -1.916 -0.383 1.175
S -1.531 -0.531 -0.306
H 1.583 0.666 0.660
H 1.474 -0.830 -0.145
```

***

Stability, lowest: run Q

***

Run P
Molecular formula: CH4IOPS
Method: DFT, ωB97M-V/def2-TZVPD

Summary:
HOMO energy (alpha / beta), eV: -8.7 / -7.6
Kohn-Sham gap (alpha / beta), eV: 7.736 / 7.294
E_LUMO (alpha / beta), eV: -0.95 / -0.32

Structure (XYZ):
```
9
CH4IOPS (ωB97M-V/def2-TZVPD)
C 2.086 0.111 0.148
O -2.430 -0.043 1.374
P -0.830 -1.252 -0.723
S -2.089 0.311 -0.212
I -0.664 -0.306 -2.948
H 2.546 -0.157 -0.779
H 2.193 -0.535 0.993
H 1.681 1.092 0.275
H -2.493 0.780 1.872
```

***

Run Q
Molecular formula: CH4IOPS
Method: DFT, ωB97M-V/def2-TZVPD

Summary:
HOMO energy, eV: -8.5
Kohn-Sham gap, eV: 7.083
E_LUMO, eV: -1.46

Structure (XYZ):
```
9
CH4IOPS (ωB97M-V/def2-TZVPD)
C -1.638 0.294 0.801
O 2.105 0.040 -1.802
P 3.151 0.100 0.955
S 1.631 0.462 -0.172
I -1.609 -1.538 -0.388
H -2.413 -0.001 1.518
H -2.047 0.954 0.126
H -0.606 0.322 0.923
H 1.427 -0.634 -1.961
```

***

Stability, lowest: run P

***

Run P
Molecular formula: C8H16Cl16
Method: DFT, ωB97M-V/def2-TZVPD

Summary:
Net charge: +1
HOMO energy (alpha / beta), eV: -12.7 / -12.6
Spin multiplicity: 2
Kohn-Sham gap (alpha / beta), eV: 9.309 / 1.788
E_LUMO (alpha / beta), eV: -3.38 / -10.82

Structure (XYZ):
```
40
C8H16Cl16 (ωB97M-V/def2-TZVPD)
C 24.884 3.709 -16.332
Cl 23.925 2.376 -16.993
Cl 24.720 5.056 -17.500
H 24.454 3.993 -15.372
H 25.930 3.435 -16.188
C 23.430 -5.400 -19.978
Cl 24.266 -3.929 -19.479
Cl 23.772 -6.566 -18.704
H 22.348 -5.276 -19.949
H 23.768 -5.809 -20.930
C 20.615 -2.738 -14.807
Cl 19.841 -1.195 -14.377
Cl 19.397 -4.096 -14.859
H 21.033 -2.650 -15.810
H 21.405 -2.900 -14.073
C 20.494 -2.366 -19.567
Cl 20.543 -0.972 -20.691
Cl 18.973 -2.405 -18.614
H 20.538 -3.215 -20.249
H 21.350 -2.352 -18.893
C 26.693 0.171 -13.979
Cl 27.450 1.362 -15.057
Cl 27.678 -1.321 -13.717
H 26.585 0.638 -13.000
H 25.736 -0.076 -14.439
C 23.756 -1.005 -23.012
Cl 24.626 -0.123 -24.263
Cl 24.692 -1.212 -21.542
H 22.812 -0.497 -22.814
H 23.546 -1.987 -23.435
C 29.467 -3.169 -16.224
Cl 30.456 -2.048 -15.278
Cl 30.156 -4.813 -16.353
H 28.434 -3.202 -15.878
H 29.403 -2.677 -17.194
C 25.017 -1.070 -17.713
Cl 26.022 -2.011 -16.534
Cl 23.313 -1.194 -17.100
H 25.361 -0.036 -17.665
H 25.101 -1.393 -18.751
```

***

Run Q
Molecular formula: C8H16Cl16
Method: DFT, ωB97M-V/def2-TZVPD

Summary:
Net charge: +1
HOMO energy (alpha / beta), eV: -12.6 / -12.6
Spin multiplicity: 2
Kohn-Sham gap (alpha / beta), eV: 9.611 / 2.064
E_LUMO (alpha / beta), eV: -3.00 / -10.53

Structure (XYZ):
```
40
C8H16Cl16 (ωB97M-V/def2-TZVPD)
C -0.588 -2.189 -3.230
Cl -2.074 -3.155 -3.354
Cl -0.980 -0.451 -3.031
H -0.100 -2.515 -2.311
H 0.072 -2.230 -4.096
C -0.613 0.379 0.492
Cl 0.195 -1.137 0.230
Cl -0.914 0.751 2.230
H 0.071 1.141 0.117
H -1.597 0.381 0.024
C 0.214 -4.704 -0.621
Cl 0.578 -5.367 -2.220
Cl 1.778 -4.275 0.001
H -0.361 -3.788 -0.753
H -0.116 -5.406 0.145
C -0.576 -1.774 4.992
Cl 0.842 -2.778 4.769
Cl -2.136 -2.671 5.048
H -0.450 -1.205 5.913
H -0.583 -1.025 4.200
C -1.272 5.274 -0.601
Cl -0.851 3.622 -0.204
Cl 0.253 6.155 -0.519
H -1.506 5.206 -1.663
H -2.008 5.655 0.107
C 3.859 -1.518 0.887
Cl 3.866 0.176 1.323
Cl 4.905 -2.400 1.980
H 2.817 -1.822 0.985
H 4.195 -1.625 -0.144
C -4.663 1.425 0.125
Cl -4.538 0.406 -1.313
Cl -4.325 3.110 -0.404
H -5.619 1.318 0.637
H -3.868 1.134 0.812
C 3.196 3.290 -2.074
Cl 1.800 2.116 -1.954
Cl 4.730 2.503 -2.335
H 3.096 3.970 -2.920
H 3.272 4.023 -1.271
```

***

Stability, lowest: run P